No. 1
C11H17N5O4 in the gas phase in a non-equilibrium geometry, computed with ωB97M-V with the def2-TZVPD basis set.

The geometry in XYZ format:
```
37
Properties=species:S:1:pos:R:3
C -1.469 0.986 -1.073
C -0.094 0.299 -1.058
C -1.246 2.108 -0.113
C -0.833 3.543 -0.526
C 0.451 3.623 -0.886
C -0.601 5.558 -1.186
C -0.499 -1.932 0.037
C -0.824 -1.815 1.482
C 0.296 -3.250 -0.274
C 1.338 -3.432 0.734
C 2.512 -2.375 0.584
H -2.166 -0.481 0.270
H -3.170 -0.326 -1.048
H -1.727 1.419 -2.040
H -0.556 1.647 0.635
H -2.106 2.222 0.556
H 1.291 2.975 -0.725
H -0.724 6.659 -1.488
H 1.458 5.523 -1.535
H 1.209 -1.081 -0.656
H -1.363 -1.903 -0.511
H -0.539 -4.053 -0.164
H 0.826 -3.318 -1.183
H 1.700 -4.482 0.539
H 1.001 -3.324 1.818
H 2.612 -2.518 2.610
H 4.112 -1.974 1.806
H -2.351 -2.266 2.660
N -2.512 0.164 -0.486
N -1.546 4.662 -0.773
N 0.621 4.926 -1.254
N 0.266 -0.802 -0.359
N 3.075 -2.098 1.739
O 0.810 0.769 -1.748
O -0.079 -1.537 2.343
O 2.910 -1.894 -0.481
O -2.085 -2.224 1.755
```

## Properties
**Energy above the lowest of the compared OMol25 structures with the same formula, charge and spin**: 89.7 kcal/mol
**Frontier orbital gap**: 8.51 eV
**SMILES**: NC(=O)CC[C@H](NC(=O)[C@@H](N)Cc1c[nH]cn1)C(=O)O
**Multiplicity**: 1
**LUMO energy**: 0.40 eV
**Electronic energy**: -1004.0608 Ha

***

No. 2
C11H17NOS in the gas phase in a non-equilibrium geometry, computed with ωB97M-V with the def2-TZVPD basis set.

The geometry in XYZ format:
```
31
Properties=species:S:1:pos:R:3
C 1.293 1.817 0.347
C 2.242 0.868 1.053
C 2.590 -0.455 0.291
C 1.540 -1.568 0.542
C -0.021 -1.356 0.308
C -1.015 -1.259 1.266
C -2.315 -0.967 0.908
C -2.664 -0.783 -0.439
C -4.378 1.505 -0.061
C -1.696 -0.766 -1.542
C -0.454 -1.277 -1.116
H 0.328 1.230 0.344
H 1.660 2.045 -0.701
H 1.112 2.790 0.912
H 1.954 0.754 2.058
H 3.265 1.286 1.228
H 3.584 -0.823 0.444
H 1.673 -2.470 -0.184
H 1.564 -1.889 1.479
H -0.654 -1.504 2.322
H -2.969 -0.593 1.748
H -3.808 2.228 -0.524
H -5.498 1.732 -0.146
H -4.351 1.593 1.070
H -1.913 -0.647 -2.651
H 0.386 -1.458 -1.733
H 2.784 -1.146 -1.650
H 3.540 1.190 -2.076
N 2.675 -0.284 -1.202
O 3.965 0.367 -1.560
S -4.420 -0.159 -0.734
```

## Properties
**Energy above the lowest of the compared OMol25 structures with the same formula, charge and spin**: 100.8 kcal/mol
**Frontier orbital gap**: 9.25 eV
**SMILES**: CC[C@@H](Cc1ccc(SC)cc1)NO
**Multiplicity**: 1
**LUMO energy**: 0.71 eV
**Electronic energy**: -957.3684 Ha

***

No. 3
C11H17NOS2Si in the gas phase in a non-equilibrium geometry, computed with ωB97M-V with the def2-TZVPD basis set.

The geometry in XYZ format:
```
33
Properties=species:S:1:pos:R:3
S 1.488 -0.475 2.232
O -3.419 -0.318 1.775
S 1.291 0.220 -0.657
C 0.565 -0.052 0.894
C -3.966 1.438 -1.447
C -2.677 1.603 -1.868
C -4.274 0.799 -0.242
C -1.622 1.150 -1.087
C -3.209 0.282 0.512
C -1.838 0.490 0.142
N -0.779 0.195 1.076
C -4.686 -0.198 2.374
C 4.163 -0.703 -2.264
C 3.292 -2.178 0.203
C 4.536 0.547 0.482
Si 3.416 -0.485 -0.564
H -4.720 1.958 -2.049
H -2.507 2.018 -2.824
H -5.276 0.875 0.143
H -0.637 1.318 -1.546
H -1.114 -0.213 1.929
H -4.507 -0.120 3.441
H -5.190 0.569 1.894
H -5.315 -1.059 2.235
H 5.214 -0.483 -2.154
H 4.124 -1.748 -2.500
H 3.680 -0.020 -2.977
H 4.213 -2.698 0.055
H 2.965 -2.154 1.225
H 2.542 -2.726 -0.365
H 4.277 0.558 1.527
H 4.508 1.484 -0.019
H 5.465 0.125 0.420
```

## Properties
**Frontier orbital gap**: 8.32 eV
**SMILES**: COc1ccccc1NC(=S)S[Si](C)(C)C
**Multiplicity**: 1
**LUMO energy**: 0.28 eV
**Electronic energy**: -1645.2165 Ha

***

No. 4
C11H17O2P in the gas phase in a non-equilibrium geometry, computed with ωB97M-V with the def2-TZVPD basis set.

The geometry in XYZ format:
```
31
Properties=species:S:1:pos:R:3
C -3.114 0.929 -0.085
C -2.573 -0.115 0.065
C 3.094 -0.643 -0.211
C 0.137 2.519 -0.415
C 1.947 -0.537 0.547
C -0.026 1.462 0.385
C 4.469 -0.692 0.356
C 0.105 3.906 0.106
C -2.503 -2.297 1.150
C -2.188 -2.097 -1.323
C -1.941 -1.465 0.046
O 0.411 -0.151 -1.854
O -0.543 -1.336 0.396
P 0.420 -0.192 -0.362
H -3.452 1.879 -0.498
H 3.097 -0.854 -1.215
H 0.575 2.386 -1.394
H 1.996 -0.173 1.523
H -0.309 1.169 1.418
H 5.103 0.056 0.029
H 4.827 -1.584 -0.102
H 4.470 -0.802 1.380
H 1.159 4.218 -0.065
H -0.085 4.054 1.109
H -0.634 4.468 -0.322
H -1.858 -3.219 1.274
H -2.300 -1.793 2.091
H -3.470 -2.384 1.073
H -3.223 -2.188 -1.471
H -1.606 -3.084 -1.441
H -1.985 -1.441 -2.191
```

## Properties
**Energy above the lowest of the compared OMol25 structures with the same formula, charge and spin**: 131.6 kcal/mol
**Frontier orbital gap**: 10.28 eV
**SMILES**: C#CC(C)(C)OP(=O)(/C=C/C)/C=C/C
**Multiplicity**: 1
**LUMO energy**: 0.93 eV
**Electronic energy**: -921.0555 Ha

***

No. 5
A molecular structure, C11H18BMnN2O2S4Sb, computed with ωB97M-V with the def2-TZVPD basis set.

The geometry in XYZ format:
```
40
Properties=species:S:1:pos:R:3
Mn 0.319 -0.920 0.568
S -2.262 0.003 4.023
Sb -0.695 1.195 2.912
S -0.964 0.778 0.444
S 1.228 -0.397 2.405
S -0.004 3.291 3.332
N -3.597 -5.520 -0.296
C -2.798 -4.433 -0.196
C -2.207 -3.859 -1.335
C -1.362 -2.789 -1.188
N -1.069 -2.246 0.000
C -1.667 -2.761 1.090
C -2.520 -3.834 1.041
H -3.845 -5.882 -1.198
H -4.086 -5.875 0.505
H -2.422 -4.251 -2.320
H -0.897 -2.328 -2.050
H -1.479 -2.266 2.040
H -2.977 -4.195 1.952
C 2.969 -3.702 -1.853
C 3.181 -2.516 -0.928
C 3.920 -2.948 0.333
O 1.881 -2.019 -0.510
B 1.951 -0.620 -0.475
O 3.059 -0.136 -1.045
C 3.810 -1.243 -1.618
C 3.579 -1.194 -3.126
C 5.281 -1.021 -1.317
H 2.544 -4.530 -1.285
H 3.920 -4.028 -2.274
H 2.285 -3.456 -2.664
H 3.372 -3.763 0.805
H 3.978 -2.124 1.045
H 4.926 -3.293 0.098
H 2.524 -1.323 -3.370
H 4.166 -1.957 -3.635
H 3.887 -0.212 -3.485
H 5.462 -0.914 -0.249
H 5.603 -0.105 -1.810
H 5.872 -1.852 -1.705
```

## Properties
**⟨S²⟩**: 4.074
**Energy above the lowest of the compared OMol25 structures with the same formula, charge and spin**: 6.2 kcal/mol
**Frontier orbital gap (alpha / beta)**: 6.54 / 7.19 eV
**Multiplicity**: 4
**LUMO energy (alpha / beta)**: -1.22 / -0.58 eV
**Electronic energy**: -3698.8983 Ha

***

No. 6
A gas-phase ion, C11H18BO2S (charge +1) in a non-equilibrium geometry, computed with ωB97M-V with the def2-TZVPD basis set.

The geometry in XYZ format:
```
33
Properties=species:S:1:pos:R:3
C -3.605 0.325 -0.360
C -2.227 1.230 -0.076
C -1.491 0.853 1.341
S 0.106 -0.138 1.017
C 1.561 1.070 0.749
C 1.947 0.892 -0.868
C 2.724 -0.544 -1.226
C 3.096 -0.824 -2.799
C 2.692 0.300 -3.933
C 1.927 1.733 -3.581
C 1.543 2.028 -1.981
B 0.388 -1.214 2.535
O 0.804 -0.647 3.867
O 0.132 -2.686 2.349
C -1.326 -2.932 2.281
H -4.555 0.989 -0.132
H -3.653 0.076 -1.525
H -3.614 -0.685 0.246
H -2.582 2.344 -0.003
H -1.544 1.086 -1.016
H -2.211 0.080 1.891
H -1.288 1.783 2.047
H 1.241 2.183 1.006
H 2.488 0.801 1.452
H 2.965 -1.309 -0.342
H 3.615 -1.843 -3.077
H 2.951 0.040 -5.054
H 1.634 2.499 -4.422
H 0.962 3.016 -1.649
H 0.578 -1.407 4.508
H -1.699 -3.089 1.159
H -1.581 -3.944 2.862
H -1.979 -2.065 2.733
```

## Properties
**Frontier orbital gap**: 7.44 eV
**Net charge**: +1
**Multiplicity**: 1
**LUMO energy**: -4.18 eV
**Electronic energy**: -1002.8722 Ha

***

No. 7
2 unconnected molecules or ions with the total composition C11H18Br2N2O3S in a non-equilibrium geometry, computed with ωB97M-V with the def2-TZVPD basis set.

The geometry in XYZ format:
```
37
Properties=species:S:1:pos:R:3
C -1.311 0.277 2.437
C -1.893 1.037 1.248
Br -3.857 0.923 1.133
C -1.146 0.726 -0.034
Br -1.837 1.817 -1.473
N -1.053 -0.764 -0.322
C -1.622 -1.280 -1.610
S -3.449 -1.458 -1.684
O -3.627 -2.747 -2.294
O -4.053 -0.402 -2.425
C 0.412 -1.135 -0.333
C 0.868 -1.927 0.678
C 2.204 -2.304 0.672
C 2.943 -1.821 -0.397
C 2.340 -1.002 -1.326
N 1.062 -0.620 -1.350
H -0.979 1.002 3.171
H -0.522 -0.415 2.163
H -2.114 -0.297 2.913
H -1.689 2.092 1.400
H -0.102 1.105 0.177
H -1.524 -1.275 0.427
H -1.286 -2.316 -1.680
H -1.238 -0.785 -2.497
H -3.901 -1.576 -0.400
H 0.205 -2.252 1.470
H 2.668 -2.920 1.426
H 3.986 -2.079 -0.506
H 2.957 -0.616 -2.132
C 2.307 2.723 -0.599
C 2.071 2.522 0.912
O 0.965 1.764 1.135
H 1.461 3.234 -1.067
H 3.202 3.336 -0.776
H 2.461 1.765 -1.106
H 2.057 3.549 1.341
H 3.033 2.117 1.304
```

## Properties
**Frontier orbital gap**: 6.45 eV
**Multiplicity**: 1
**LUMO energy**: -0.47 eV
**Electronic energy**: -6311.2080 Ha

***

No. 8
A molecular structure, C11H18Cl2FeN2S in a non-equilibrium geometry, computed with ωB97M-V with the def2-TZVPD basis set.

The geometry in XYZ format:
```
35
Properties=species:S:1:pos:R:3
Fe -1.184 3.453 -0.518
Cl 0.950 3.827 -0.639
Cl -2.712 3.134 0.980
C 1.194 -0.981 -0.429
H 2.273 -1.204 -0.486
H 1.119 0.046 -0.029
C -0.875 -0.375 -1.555
C 0.495 -1.136 -1.735
H -1.626 -0.919 -0.977
C 1.314 -0.518 -2.879
H 0.311 -2.196 -1.949
C 1.180 1.003 -2.992
H 2.371 -0.779 -2.766
H 0.963 -0.968 -3.819
C -0.283 1.425 -3.172
H 1.581 1.511 -2.102
H 1.769 1.355 -3.850
C -1.069 1.017 -1.909
H -0.355 2.508 -3.350
H -0.707 0.918 -4.054
H -0.737 1.737 -1.053
H -2.144 1.210 -2.055
C 0.839 -2.297 4.005
N -0.035 -1.299 3.391
C -0.911 -0.460 4.068
C -1.570 0.257 3.132
N -1.092 -0.139 1.895
C -0.143 -1.104 2.059
S 0.608 -2.140 0.905
H 0.578 -3.309 3.678
H 1.891 -2.108 3.754
H 0.711 -2.224 5.085
H -0.976 -0.477 5.145
H -2.344 0.993 3.224
H -1.386 0.241 0.997
```

## Properties
**⟨S²⟩**: 8.848
**Energy above the lowest of the compared OMol25 structures with the same formula, charge and spin**: 19.0 kcal/mol
**Frontier orbital gap (alpha / beta)**: 4.09 / 5.44 eV
**Net charge**: -1
**Multiplicity**: 6
**LUMO energy (alpha / beta)**: 2.78 / 2.67 eV
**Electronic energy**: -3121.7214 Ha

***

No. 9
A molecular structure, C11H18HfN4SSb, computed with ωB97M-V with the def2-TZVPD basis set.

The geometry in XYZ format:
```
36
Properties=species:S:1:pos:R:3
Hf -1.095 0.669 -0.347
C 2.007 -0.505 -3.366
C 0.945 -0.403 -2.344
N 0.596 0.704 -1.730
N 1.300 1.821 -2.105
C 0.832 2.940 -1.647
N 1.390 4.103 -1.926
S -0.574 2.964 -0.544
C 0.167 -1.603 -1.971
C 0.389 -2.866 -2.472
C -0.424 -3.918 -2.036
C -1.428 -3.676 -1.110
C -1.600 -2.386 -0.647
N -0.825 -1.364 -1.068
H 2.533 0.432 -3.503
H 2.714 -1.288 -3.077
H 1.557 -0.815 -4.315
H 2.194 4.131 -2.540
H 1.028 4.977 -1.577
H 1.172 -3.047 -3.194
H -0.265 -4.917 -2.423
H -2.074 -4.466 -0.752
H -2.384 -2.160 0.072
C 1.311 1.024 3.158
Sb -0.713 0.750 2.614
C -1.417 -0.975 3.622
C -1.793 2.402 3.385
H 1.342 1.099 4.245
H 1.685 1.944 2.716
H 1.907 0.173 2.834
H -1.258 -0.797 4.685
H -0.848 -1.850 3.317
H -2.480 -1.120 3.441
H -1.608 2.411 4.460
H -2.859 2.285 3.202
H -1.423 3.324 2.943
```

## Properties
**Energy above the lowest of the compared OMol25 structures with the same formula, charge and spin**: 0.0 kcal/mol
**Frontier orbital gap**: 6.38 eV
**Net charge**: +3
**Multiplicity**: 1
**LUMO energy**: -12.17 eV
**Electronic energy**: -1334.3860 Ha

***

No. 10
A gas-phase ion, C11H18INP (charge +1) in a non-equilibrium geometry, computed with ωB97M-V with the def2-TZVPD basis set.

The geometry in XYZ format:
```
32
Properties=species:S:1:pos:R:3
C 1.999 1.536 1.907
C 1.735 1.977 0.417
P -0.106 2.047 0.025
C -0.325 2.060 -1.865
C -0.948 0.549 0.768
C -1.356 0.564 2.194
C -2.384 -0.390 2.649
C -2.963 -1.289 1.668
N -2.302 -1.472 0.480
C -1.268 -0.677 0.026
C -0.538 -1.110 -1.272
C 1.041 -1.229 -1.145
C 1.584 -2.216 -2.273
I 1.698 -1.996 0.764
H 3.107 1.448 2.058
H 1.453 0.598 2.190
H 1.668 2.368 2.595
H 2.064 3.056 0.344
H 2.326 1.424 -0.355
H -0.367 3.107 -2.259
H 0.421 1.409 -2.385
H -1.345 1.615 -2.065
H -0.956 1.300 2.926
H -2.750 -0.389 3.697
H -3.886 -1.877 1.844
H -2.630 -2.218 -0.145
H -0.885 -2.171 -1.476
H -0.772 -0.522 -2.183
H 1.463 -0.226 -1.415
H 2.653 -1.967 -2.532
H 1.565 -3.285 -1.957
H 1.004 -2.025 -3.224
```

## Properties
**Frontier orbital gap**: 7.40 eV
**SMILES**: CCP(C)c1ccc[nH+]c1C[C@H](C)I
**Net charge**: +1
**Multiplicity**: 1
**LUMO energy**: -4.26 eV
**Electronic energy**: -1123.4535 Ha

***

No. 11
A gas-phase ion, C11H18N3O3S (charge -1) in a non-equilibrium geometry, computed with ωB97M-V with the def2-TZVPD basis set.

The geometry in XYZ format:
```
36
Properties=species:S:1:pos:R:3
O 0.700 -2.543 -0.744
O 2.180 2.224 3.384
O 0.771 1.273 -0.984
S -1.788 1.030 3.441
C 0.579 -2.050 -1.843
C 1.285 1.480 2.919
C -0.055 0.603 -0.361
N 1.265 0.219 3.328
N -0.254 0.896 0.970
N -0.328 -1.178 -2.055
C 1.472 -2.580 -2.953
C 2.435 -0.395 3.872
C -0.852 -0.854 -3.357
C -1.876 0.223 -3.138
C -0.948 2.479 2.582
C -2.250 -0.004 -1.707
C 0.255 1.994 1.824
C -0.941 -0.466 -1.011
H 0.454 -0.286 3.083
H -1.083 0.630 1.414
H 1.019 -3.587 -3.124
H 1.580 -1.956 -3.875
H 2.466 -2.655 -2.486
H 2.750 -1.003 3.022
H 2.064 -0.947 4.664
H 3.268 0.211 4.278
H -0.150 -0.560 -4.204
H -1.494 -1.719 -3.540
H -2.680 0.186 -3.828
H -1.371 1.197 -3.133
H -1.684 3.061 1.959
H -0.667 3.278 3.345
H -2.636 0.915 -1.206
H -3.005 -0.804 -1.600
H 0.613 2.729 1.177
H -1.092 -1.040 -0.113
```

## Properties
**Energy above the lowest of the compared OMol25 structures with the same formula, charge and spin**: 44.5 kcal/mol
**Frontier orbital gap**: 6.08 eV
**SMILES**: CNC(=O)[C@H](C[S-])NC(=O)[C@H]1CCCN1C(C)=O
**Net charge**: -1
**Multiplicity**: 1
**LUMO energy**: 2.76 eV
**Electronic energy**: -1218.1672 Ha

***

No. 12
A gas-phase ion, C11H18N3S (charge +1) in a non-equilibrium geometry, computed with ωB97M-V with the def2-TZVPD basis set.

The geometry in XYZ format:
```
33
Properties=species:S:1:pos:R:3
C 0.300 0.377 -2.691
C -0.135 1.997 1.104
C 0.603 2.673 0.137
C -1.059 0.872 0.876
C 0.801 2.555 -1.342
C 1.107 1.148 -1.848
C 2.639 -3.562 -1.310
C -3.289 -0.124 1.518
C -2.908 2.184 1.961
C 2.245 -2.081 -1.007
C 2.929 -1.092 -1.833
N -0.337 -0.240 -3.396
N -0.719 -0.018 0.009
N -2.293 0.885 1.668
S 2.641 0.637 -1.374
H -0.197 2.214 2.154
H 1.155 3.549 0.455
H 0.076 3.043 -1.877
H 1.713 3.153 -1.779
H 3.613 -3.993 -1.187
H 1.968 -4.174 -0.730
H 2.425 -3.976 -2.277
H -4.177 0.088 1.041
H -2.857 -0.812 0.854
H -3.444 -0.604 2.465
H -3.271 2.657 1.122
H -3.538 2.080 2.811
H -2.099 2.844 2.220
H 2.355 -1.837 0.092
H 1.224 -2.096 -1.141
H 3.974 -1.223 -1.989
H 2.347 -1.089 -2.765
H -1.274 -0.878 -0.117
```

## Properties
**Energy above the lowest of the compared OMol25 structures with the same formula, charge and spin**: 100.2 kcal/mol
**Frontier orbital gap**: 5.76 eV
**Net charge**: +1
**Multiplicity**: 1
**LUMO energy**: -6.23 eV
**Electronic energy**: -991.9841 Ha